ORCA calculation (ωB97M-V with the def2-TZVPD basis set) on a gas-phase ion, C5H11N2 (charge +1) in a non-equilibrium geometry.

Element x y z (Å)
C  -1.763  0.675  0.703
C  -1.550  0.510  -0.749
C  -0.418  -0.015  0.112
C  -0.367  -1.526  0.145
C  2.115  -0.380  -0.092
N  0.909  1.884  0.055
N  0.810  0.641  0.065
H  -1.462  1.575  1.111
H  -2.588  0.235  1.302
H  -2.080  -0.261  -1.315
H  -1.097  1.420  -1.255
H  -0.059  -1.904  -0.745
H  -1.493  -1.733  0.282
H  0.254  -1.918  0.952
H  1.923  -1.212  -0.637
H  2.265  -0.517  0.891
H  2.775  0.254  -0.676
H  1.827  2.271  -0.147

Output
**Multiplicity**: 3
**⟨S²⟩**: 2.006
**E_HOMO (alpha / beta)**: -11.96 / -14.84 eV
**LUMO level (alpha / beta)**: -2.6 / -8.5 eV
**Net charge**: +1

=====

ORCA calculation (ωB97M-V with the def2-TZVPD basis set) on a molecular structure, C5H11N2 in a non-equilibrium geometry.

Element x y z (Å)
C  2.174  -0.455  1.032
C  1.145  -0.863  -0.091
C  -0.119  -0.168  0.092
C  -1.137  0.107  -0.907
N  -2.344  0.798  -0.813
C  -2.962  -0.594  -0.802
N  2.226  1.170  1.004
H  3.244  -0.700  0.805
H  1.582  -0.600  1.965
H  1.079  -2.050  0.032
H  1.668  -0.742  -1.093
H  -0.497  -0.338  1.052
H  -0.817  0.118  -1.985
H  -2.532  -1.616  -0.763
H  -3.908  -0.392  -0.364
H  2.635  1.429  1.924
H  2.569  1.665  0.202
H  1.195  1.286  0.934

Output
**Multiplicity**: 2
**⟨S²⟩**: 0.782
**E_HOMO (alpha / beta)**: -19.26 / -19.55 eV
**LUMO level (alpha / beta)**: -9.4 / -12.0 eV
**Net charge**: +2

=====

ORCA calculation (ωB97M-V with the def2-TZVPD basis set) on a gas-phase ion, C5H11N2 (charge +2) in a non-equilibrium geometry.

Element x y z (Å)
C  -2.010  -0.117  -0.180
C  -1.021  -0.966  -1.043
C  0.290  -0.249  -1.230
C  1.117  -0.428  -0.124
N  1.702  0.515  0.790
C  2.919  0.505  1.270
N  -1.105  0.926  0.542
H  -2.497  -0.749  0.620
H  -2.682  0.396  -0.872
H  -1.490  -1.162  -2.113
H  -0.900  -1.948  -0.483
H  0.282  0.396  -2.102
H  1.308  -1.552  0.029
H  3.272  -0.323  1.931
H  3.711  1.198  1.027
H  -0.871  1.683  -0.135
H  -1.867  1.184  1.230
H  -0.157  0.692  0.842

Output
**Multiplicity**: 2
**⟨S²⟩**: 0.797
**E_HOMO (alpha / beta)**: -18.68 / -19.16 eV
**LUMO level (alpha / beta)**: -10.6 / -11.5 eV
**Net charge**: +2

=====

ORCA calculation (ωB97M-V with the def2-TZVPD basis set) on a gas-phase ion, C5H11N2O (charge -1).

Element x y z (Å)
N  -2.500  -1.726  -0.907
C  -1.795  -0.514  -0.653
C  -0.517  -0.232  -0.887
N  0.385  -1.128  -1.512
C  0.045  1.151  -0.612
C  0.510  1.390  0.814
C  1.493  0.350  1.431
O  2.414  0.919  2.233
H  -3.304  -1.827  -0.306
H  -1.915  -2.545  -0.810
H  -2.383  0.285  -0.228
H  1.317  -0.946  -1.158
H  0.142  -2.091  -1.317
H  0.888  1.296  -1.293
H  -0.690  1.905  -0.915
H  1.125  2.297  0.839
H  -0.309  1.591  1.514
H  0.880  -0.420  1.973
H  1.950  -0.214  0.577

Output
**SMILES string**: N/C=C(\N)CCC[O-]
**E_HOMO**: -2.20 eV
**LUMO level**: 3.6 eV
**Net charge**: -1

=====

ORCA calculation (ωB97M-V with the def2-TZVPD basis set) on 2 unconnected molecules or ions with the total composition C5H11N2O in a non-equilibrium geometry.

Element x y z (Å)
C  -0.605  -1.516  -1.667
O  -1.457  -2.183  -2.382
C  -1.287  -0.188  -1.000
C  -0.383  0.751  -0.461
C  0.283  0.628  0.799
C  1.394  1.361  1.006
N  2.163  1.330  2.217
N  -0.236  -0.172  1.797
H  -0.156  -2.049  -0.772
H  0.299  -1.138  -2.170
H  -1.970  0.246  -1.736
H  -1.904  -0.601  -0.199
H  0.692  1.676  -2.335
H  0.250  1.423  -1.302
H  1.766  1.998  0.219
H  2.448  0.415  2.537
H  1.654  1.792  2.960
H  -1.053  -0.715  1.592
H  0.346  -0.365  2.589

Output
**E_HOMO**: -2.67 eV
**LUMO level**: 2.8 eV
**Net charge**: -1

=====

ORCA calculation (ωB97M-V with the def2-TZVPD basis set) on 2 unconnected molecules or ions with the total composition C5H11N2O in a non-equilibrium geometry.

Element x y z (Å)
C  -0.549  -2.498  0.206
C  -0.276  -1.282  0.732
C  1.151  0.896  -0.980
C  -0.593  1.058  1.288
C  -0.871  -0.067  0.367
N  2.349  0.404  -0.580
N  -1.757  0.084  -0.600
O  1.260  1.930  -1.861
H  0.111  -3.257  0.540
H  -0.968  -2.661  -0.754
H  0.281  -1.227  1.775
H  -1.235  0.931  2.280
H  0.372  0.964  1.686
H  -0.785  2.021  0.863
H  2.182  -0.485  -0.136
H  3.205  0.877  -0.611
H  0.414  2.011  -2.310
H  -2.255  0.958  -0.644
H  -2.037  -0.657  -1.260

Output
**E_HOMO**: -12.72 eV
**LUMO level**: -5.0 eV
**Net charge**: +1

=====

Q: Which energy relative to the best compared isomer or geometry (same formula, charge and spin) values were calculated for the entries above? A: 311.8 410.1 351.2 44.9 488.1 363.8, in kJ/mol.